No. 1
2 unconnected molecules or ions with the total composition C7H7N4 at a distorted geometry. Source: OMol25; level of theory: ωB97M-V/def2-TZVPD.

Structure (ORCA input):
```
! wB97M-V def2-TZVPD RIJCOSX def2/J DEFGRID3
* xyz -1 1
C 1.6950 -0.1308 0.2365
C -1.6527 0.4433 -1.2060
C -1.2283 -0.9780 -1.3055
C -1.3719 1.2269 -0.1604
C -0.6908 -1.4897 -0.1733
C -0.8304 0.7442 1.1633
C -0.5630 -0.7593 1.0135
N 2.0392 1.1362 0.1743
N 2.5708 -1.0152 0.0179
N 3.3255 0.9837 -0.1677
N 3.6612 -0.2386 -0.2345
H -2.0819 0.7033 -2.1106
H -1.5071 -1.4771 -2.1224
H -1.4769 2.3967 -0.2149
H -0.2657 -2.5724 -0.2474
H 0.0730 1.3049 1.3805
H -1.4870 1.0141 2.1048
H -0.2089 -1.2921 1.8517
*
```

Its total energy is -489.7954 Ha. For the relative energy (zero: lowest compared OMol25 entry of this formula, charge and spin), the calculation gives 44.0 kcal/mol. As for the HOMO energy (spin up / spin down): -3.98 / -3.71 eV.

***

No. 2
A gas-phase ion, C7H7N4O2S (charge -1) at a distorted geometry. Source: OMol25; level of theory: ωB97M-V/def2-TZVPD.

Structure (ORCA input):
```
! wB97M-V def2-TZVPD RIJCOSX def2/J DEFGRID3
* xyz -1 1
C 2.7041 -1.2062 0.7836
C 1.6123 -0.7758 1.6030
C 1.0639 -0.7011 -0.4037
C 0.3815 -0.4157 -1.5301
C -1.9948 -1.6893 0.2904
C -1.8066 0.4777 -0.9741
C -0.1226 2.4387 0.2562
N 2.3048 -1.1412 -0.4988
N -0.7640 0.0849 -1.8002
N 0.6272 -0.4055 0.8165
N -2.5653 -0.7372 -0.5444
O -1.2655 -2.5843 0.2846
O -2.8207 -1.0340 1.0046
S -1.7372 1.7332 0.5122
H 3.5804 -1.5539 1.1293
H 1.7280 -0.4275 2.5481
H 0.8542 -0.6048 -2.5151
H -2.5970 0.9973 -1.6926
H 0.0377 3.4451 0.6710
H 0.1000 2.2568 -0.7621
H 0.6799 1.8428 0.8216
*
```

Its total energy is -1038.5334 Ha. As for the HOMO energy: -4.13 eV.

***

No. 3
A molecular structure, C7H7N5O4V at a distorted geometry. Source: OMol25; level of theory: ωB97M-V/def2-TZVPD.

Structure (ORCA input):
```
! wB97M-V def2-TZVPD RIJCOSX def2/J DEFGRID3
* xyz 2 4
V -0.0936 0.0078 -0.5984
O 0.1744 2.8882 0.5778
C 0.0882 1.7953 0.1868
C -0.1385 -1.9272 -0.5232
O -0.1403 -3.0907 -0.4666
C 1.7746 -0.0743 0.1187
O 2.8968 -0.1293 0.4178
C -2.0138 0.1579 -0.5325
O -3.1745 0.2627 -0.4994
C -0.0557 0.6679 -4.8140
H -0.9698 1.2899 -4.8650
H 0.9129 1.2015 -4.8572
C -0.1195 -0.6712 -4.8679
H 0.7931 -1.2902 -4.9584
H -1.0871 -1.1987 -4.9670
N 1.0562 0.9209 4.5750
N 0.4318 0.1547 3.6026
N -0.6729 -0.5724 3.8198
C -1.0654 -0.8342 2.5661
N -0.2921 -0.2415 1.6372
N 0.6345 0.4435 2.2990
H 1.9783 1.2379 4.2740
H 1.0067 0.4454 5.4731
H -1.9245 -1.4439 2.4018
*
```

Its total energy is -1788.8855 Ha. As for the HOMO energy (spin up / spin down): -15.99 / -16.00 eV.

***

- Number 2 is which compound?
  C7H7N4O2S